{"formula": "C9H14", "method": "ωB97M-V/def2-TZVPD", "largest_force_ha_per_bohr": 0.044, "charge": 0, "e_homo_ev": -9.0, "mol_weight_g_mol": 122.21, "smiles": "Cc1ccccc1.CC", "e_above_lowest_kj_mol": 75.3, "symbols": ["C", "C", "C", "C", "C", "C", "C", "H", "H", "H", "H", "H", "H", "H", "H", "C", "C", "H", "H", "H", "H", "H", "H"], "positions_angstrom": [[3.90, 0.27, 0.82], [2.62, 0.40, 0.06], [2.40, -0.30, -1.11], [1.12, -0.40, -1.70], [0.08, 0.31, -1.13], [0.33, 1.20, -0.07], [1.60, 1.27, 0.47], [4.64, 0.99, 0.48], [4.20, -0.78, 0.77], [3.80, 0.44, 1.89], [3.11, -1.05, -1.43], [0.90, -1.01, -2.56], [-0.93, 0.15, -1.47], [-0.46, 1.71, 0.47], [1.76, 2.02, 1.23], [-4.13, -0.54, -0.11], [-3.07, -0.68, 0.97], [-3.82, -0.23, -1.11], [-4.71, -1.45, -0.29], [-4.86, 0.24, 0.14], [-3.42, -0.39, 1.95], [-2.98, -1.77, 1.17], [-2.09, -0.40, 0.59]], "mulliken_charge": [-1.3632, 0.5866, -0.3909, -0.6105, -0.1632, -0.5906, -0.2560, 0.2905, 0.3582, 0.3573, 0.2834, 0.3884, 0.3869, 0.3658, 0.3632, -0.8811, -0.5544, 0.3122, 0.2716, 0.2669, 0.3451, 0.2665, -0.0327]}


{"formula": "C32H32CrN9O4S3", "method": "ωB97M-V/def2-TZVPD", "largest_force_ha_per_bohr": 0.010, "multiplicity": 2, "charge": 0, "e_homo_ev": [-7.3, -7.6], "mol_weight_g_mol": 754.86, "e_above_lowest_kj_mol": 0.0, "symbols": ["Cr", "C", "C", "C", "C", "C", "C", "C", "C", "C", "S", "C", "N", "H", "H", "H", "H", "H", "H", "H", "H", "N", "C", "C", "C", "C", "C", "C", "S", "O", "O", "N", "C", "N", "C", "C", "C", "N", "H", "H", "H", "H", "H", "H", "H", "H", "H", "O", "C", "O", "C", "C", "C", "C", "S", "C", "C", "H", "H", "H", "H", "H", "C", "C", "C", "C", "N", "C", "N", "N", "N", "H", "H", "H", "H", "H", "H", "H", "H", "H", "H"], "positions_angstrom": [[0.32, -0.43, 0.96], [-1.96, 1.39, 2.50], [-0.82, 1.07, 3.41], [-0.91, 1.42, 4.78], [0.10, 1.11, 5.63], [1.26, 0.48, 5.12], [2.38, 0.18, 5.93], [3.49, -0.38, 5.38], [3.54, -0.66, 4.00], [2.47, -0.39, 3.18], [2.53, -0.70, 1.46], [1.29, 0.17, 3.75], [0.23, 0.44, 2.92], [-2.60, 2.15, 2.93], [-2.56, 0.50, 2.31], [-1.58, 1.74, 1.54], [-1.81, 1.91, 5.13], [0.05, 1.35, 6.68], [2.34, 0.42, 6.99], [4.35, -0.61, 5.99], [4.43, -1.09, 3.57], [-4.04, 3.74, -4.85], [-3.81, 2.77, -3.88], [-3.12, 3.10, -2.71], [-2.86, 2.13, -1.76], [-3.27, 0.82, -1.97], [-3.95, 0.48, -3.13], [-4.22, 1.45, -4.08], [-2.97, -0.41, -0.74], [-3.33, -1.68, -1.30], [-3.61, 0.03, 0.47], [-1.35, -0.32, -0.49], [-0.55, -0.84, -1.45], [0.66, -1.15, -0.93], [1.60, -1.67, -1.71], [1.34, -1.90, -3.05], [0.08, -1.54, -3.51], [-0.86, -1.00, -2.74], [-4.05, 4.69, -4.52], [-4.79, 3.54, -5.50], [-2.80, 4.12, -2.54], [-2.34, 2.39, -0.85], [-4.24, -0.55, -3.29], [-4.75, 1.19, -4.99], [2.54, -1.92, -1.23], [2.08, -2.35, -3.69], [-0.18, -1.68, -4.55], [-1.56, -8.62, 0.37], [-1.80, -7.53, -0.39], [-2.23, -7.66, -1.50], [-1.51, -6.20, 0.23], [-1.40, -5.10, -0.61], [-1.11, -3.85, -0.10], [-0.93, -3.65, 1.27], [-0.53, -2.13, 2.08], [-1.08, -4.76, 2.11], [-1.36, -6.01, 1.60], [-1.13, -8.36, 1.19], [-1.56, -5.24, -1.67], [-1.06, -3.02, -0.77], [-0.97, -4.62, 3.18], [-1.49, -6.83, 2.30], [4.40, 4.24, -0.66], [3.77, 3.74, -1.96], [4.16, 2.28, -2.23], [2.25, 3.94, -1.96], [1.58, 3.13, -0.95], [1.19, 1.86, -0.98], [0.73, 1.55, 0.20], [0.83, 2.65, 0.97], [1.34, 3.61, 0.29], [5.49, 4.16, -0.72], [4.07, 3.66, 0.19], [4.15, 5.29, -0.47], [4.13, 4.35, -2.79], [3.88, 1.64, -1.39], [5.23, 2.19, -2.35], [3.69, 1.90, -3.14], [1.82, 3.66, -2.92], [1.99, 4.97, -1.74], [1.26, 1.22, -1.84]], "mulliken_charge": [0.7431, -1.0287, 0.9735, -0.9662, -0.9234, 0.9705, -0.8553, -0.7133, -0.5430, 1.2437, -0.5957, -1.2435, 0.6235, 0.5462, 0.3003, -0.2076, 0.5078, 0.4087, 0.3830, 0.3796, 0.4873, -0.5657, 1.1353, -1.0518, -0.1627, -0.3724, -0.3378, -0.7896, 1.1218, -0.7180, -0.8242, 0.1135, -0.0698, 1.1489, -0.5345, -0.9456, -0.5862, -0.4782, 0.2322, 0.2261, 0.3161, 0.3494, 0.5294, 0.2939, 0.5271, 0.4957, 0.5044, -0.4783, 0.6628, -0.5557, 0.8282, -0.8243, -0.5333, 0.6660, -0.4282, -1.4453, -1.0371, 0.2896, 0.5034, 1.0527, 0.4633, 0.2724, -1.4350, 0.7829, -1.3114, -1.2945, 0.9084, -1.2297, 1.6336, -0.4319, -0.9898, 0.4267, 0.2564, 0.3701, 0.3291, 0.2192, 0.4403, 0.3433, 0.4097, 0.3937, 0.6945]}


{"formula": "C6H13O3Si", "method": "ωB97M-V/def2-TZVPD", "largest_force_ha_per_bohr": 0.086, "charge": -1, "e_homo_ev": -1.4, "mol_weight_g_mol": 161.25, "e_above_lowest_kj_mol": 283.5, "symbols": ["C", "C", "C", "C", "C", "C", "O", "O", "O", "Si", "H", "H", "H", "H", "H", "H", "H", "H", "H", "H", "H", "H", "H"], "positions_angstrom": [[-0.55, -4.18, -2.22], [0.37, -1.73, -0.27], [0.47, 0.93, 2.41], [-1.76, 1.16, 0.51], [0.84, 2.72, -0.01], [0.99, -0.37, -0.42], [0.19, -3.75, -3.01], [-1.29, -4.75, -1.52], [1.37, -0.15, -1.75], [0.16, 1.01, 0.47], [-0.50, -1.93, -0.99], [0.99, -2.66, -0.64], [0.11, -1.81, 0.74], [0.41, -0.16, 2.63], [1.42, 1.50, 2.58], [-0.43, 1.39, 2.82], [-2.17, 0.29, 0.05], [-2.09, 1.30, 1.47], [-2.39, 1.85, -0.03], [0.82, 3.63, 0.58], [2.02, 2.72, -0.18], [0.36, 3.11, -0.91], [0.66, -0.10, -2.30]], "mulliken_charge": [0.7895, -0.5419, -1.0353, -1.4436, -1.1496, -0.2365, -0.3643, -0.4115, -0.4572, 0.2469, -0.0540, 0.1919, 0.2146, 0.2494, 0.2452, 0.3011, 0.3296, 0.4354, 0.4527, 0.3977, 0.2540, 0.3382, 0.2475]}


{"formula": "C20H21FeN7S", "method": "ωB97M-V/def2-TZVPD", "largest_force_ha_per_bohr": 0.008, "multiplicity": 5, "charge": 2, "e_homo_ev": [-14.2, -14.2], "mol_weight_g_mol": 447.35, "symbols": ["Fe", "C", "N", "C", "C", "N", "C", "C", "C", "C", "C", "C", "N", "C", "N", "C", "C", "C", "C", "C", "C", "N", "H", "H", "H", "H", "H", "H", "H", "H", "H", "H", "H", "H", "H", "H", "H", "C", "N", "C", "C", "N", "C", "S", "H", "H", "H", "H", "H", "H"], "positions_angstrom": [[-0.31, -0.87, 0.86], [-0.86, 2.16, 1.29], [-1.53, 0.92, 1.72], [-2.92, 0.75, 1.25], [-2.99, -0.18, 0.07], [-2.02, -1.01, -0.24], [-2.48, -1.76, -1.34], [-1.87, -2.77, -2.07], [-2.59, -3.32, -3.11], [-3.88, -2.87, -3.42], [-4.50, -1.87, -2.70], [-3.76, -1.32, -1.66], [-4.05, -0.31, -0.74], [0.08, 1.90, 0.16], [0.55, 0.71, -0.14], [1.43, 0.89, -1.21], [2.17, -0.05, -1.94], [2.96, 0.43, -2.96], [3.02, 1.81, -3.26], [2.28, 2.73, -2.56], [1.48, 2.24, -1.53], [0.60, 2.86, -0.64], [-1.59, 2.93, 1.01], [-0.29, 2.56, 2.13], [-1.55, 0.90, 2.73], [-3.51, 0.32, 2.06], [-3.38, 1.71, 1.00], [-0.87, -3.12, -1.82], [-2.15, -4.11, -3.70], [-4.42, -3.33, -4.24], [-5.50, -1.53, -2.95], [-4.91, 0.21, -0.67], [2.10, -1.11, -1.72], [3.55, -0.26, -3.55], [3.65, 2.14, -4.07], [2.31, 3.79, -2.80], [0.39, 3.84, -0.60], [1.71, -0.17, 4.72], [2.52, -0.38, 3.52], [3.74, 0.24, 3.26], [4.16, -0.20, 2.06], [3.19, -1.07, 1.61], [2.20, -1.18, 2.50], [0.80, -2.22, 2.40], [2.26, 0.44, 5.41], [1.48, -1.13, 5.18], [0.77, 0.32, 4.46], [4.20, 0.91, 3.96], [5.06, 0.02, 1.50], [3.23, -1.61, 0.76]], "mulliken_charge": [0.2154, -1.0627, -0.1868, -0.9902, 0.4663, 0.0107, 0.4448, -0.6753, -0.7121, -0.4594, -1.0129, 0.8300, -0.0873, 0.2777, 0.5898, 0.1917, -0.6573, -0.7562, -0.5047, -1.0724, 0.8503, -0.0382, 0.3660, 0.4483, 0.2527, 0.4675, 0.3980, 0.3965, 0.4140, 0.4108, 0.4075, 0.2383, 0.4719, 0.4382, 0.4235, 0.4388, 0.2350, -0.7453, 0.1945, -0.1052, -0.5827, 0.1646, 0.0382, -0.4643, 0.3268, 0.3660, 0.2047, 0.4528, 0.4429, 0.2387]}


Calculated calculated total energy, -351.30152, -4271.49512, -751.58667, -2819.55851 a.u. (same order as the records).